This record from OMol25 describes a molecular structure, C16H15N8O2PdS. The level of theory is ωB97M-V with the def2-TZVPD basis set.

Structure (XYZ):
```
43
Properties=species:S:1:pos:R:3
Pd -1.79361 -0.07659 2.37602
N 2.07415 -0.37595 0.75739
C 1.88513 -1.39349 -0.14409
C 0.98077 -2.23357 0.43209
N 0.58276 -1.74841 1.64799
C 1.23271 -0.62150 1.79958
C 1.07358 0.29728 2.92408
N -0.07351 0.67876 3.44565
C 0.23059 1.48491 4.50988
C 1.58142 1.62602 4.61345
N 2.10767 0.87439 3.58719
H 2.37715 0.54631 0.49224
H 2.34993 -1.38856 -1.11328
H 0.55698 -3.13519 0.02387
H -0.54383 1.94302 5.09947
H 2.19954 2.18748 5.29040
H 3.07933 0.68470 3.42017
N -5.84152 -1.30636 4.09557
C -5.02610 -0.84574 3.03128
C -5.25509 0.42171 2.47676
C -4.46422 0.88757 1.45022
C -3.45131 0.08329 0.89262
C -3.25461 -1.22382 1.40168
C -4.03474 -1.65092 2.50483
S -2.74977 0.55695 -0.69983
O -3.68844 1.48783 -1.29140
O -2.54448 -0.69454 -1.39769
N -1.29581 1.20712 -0.48497
C -1.15252 2.28971 0.27689
N -2.22037 2.88926 0.88382
C -1.98702 3.88115 1.71212
C -0.71876 4.38609 1.97334
C 0.29766 3.78302 1.24749
N 0.12564 2.77483 0.41518
H -6.17333 -0.54601 4.67133
H -5.35947 -1.97870 4.67474
H -6.04565 1.04689 2.87882
H -4.62546 1.86505 1.01832
H -2.69496 -1.94474 0.81756
H -3.89602 -2.65490 2.89159
H -2.86275 4.30985 2.19749
H -0.54193 5.20313 2.65779
H 1.32108 4.15197 1.34404
```

Summary:
Total charge: -1
LUMO energy in eV: 2.529
Calculated total energy in hartree: -1733.3821
Orbital gap in hartree: 0.2176
Strongest force on any atom in eV Å⁻¹: 0.4